Record 1
31
Properties=species:S:1:pos:R:3:forces:R:3 method="wB97M-V/def2-TZVPD" max_force_ev_per_a=1.10 homo_lumo_gap_ev=9.5 smiles="C[C@@H](Cl)Cc1cc(S(C)(=O)=O)cc2c1C(=O)NC2=O"
C 2.524 -0.626 1.279 -0.043 -0.128 0.131
C 1.722 0.138 2.317 0.332 0.095 -0.406
Cl 2.872 0.747 3.552 -0.110 -0.031 0.227
C 0.932 1.326 1.771 -0.538 -0.259 0.058
C 0.105 0.931 0.572 0.085 0.134 0.107
C -0.937 0.006 0.721 0.346 0.399 -0.551
C -1.698 -0.391 -0.380 0.293 0.133 0.067
S -2.980 -1.587 -0.091 -0.764 0.288 0.328
C -2.108 -3.127 -0.111 0.245 -0.287 0.140
O -3.929 -1.553 -1.166 0.352 -0.041 -0.508
O -3.474 -1.348 1.237 0.286 -0.140 0.228
C -1.463 0.113 -1.655 0.022 0.066 0.047
C -0.426 1.021 -1.783 -0.090 0.146 0.033
C 0.348 1.427 -0.709 -0.514 -0.435 0.458
C 1.384 2.378 -1.205 -0.586 -0.410 -0.703
O 2.138 3.046 -0.585 0.796 0.403 0.553
N 1.309 2.389 -2.659 -0.124 -0.744 0.516
C 0.067 1.735 -3.002 0.087 -0.099 0.865
O -0.464 1.807 -4.056 -0.294 -0.137 -1.053
H 1.912 -0.941 0.438 -0.161 0.047 -0.079
H 3.350 -0.025 0.914 0.120 0.115 -0.107
H 2.918 -1.525 1.740 0.229 -0.096 0.028
H 1.055 -0.547 2.826 -0.117 -0.067 0.188
H 1.578 2.165 1.556 0.205 0.054 -0.156
H 0.233 1.633 2.546 0.026 0.197 0.178
H -1.145 -0.394 1.701 -0.176 -0.070 0.094
H -1.878 -3.407 0.910 0.009 0.070 0.190
H -1.182 -3.035 -0.665 0.047 0.066 -0.230
H -2.735 -3.888 -0.558 -0.215 0.013 -0.131
H -2.058 -0.189 -2.503 -0.113 -0.022 -0.036
H 2.028 1.722 -2.954 0.366 0.740 -0.478


Record 2
14
Properties=species:S:1:pos:R:3:forces:R:3 method="wB97M-V/def2-TZVPD" max_force_ev_per_a=6.15 de_lowest_kcal_mol=168.2 homo_lumo_gap_ev=9.3 smiles="C=NN1C[C@@H]1C(=O)O"
C -2.590 -0.649 -0.590 1.485 -2.064 -2.265
N -1.678 -0.303 0.222 -5.287 -0.572 3.080
N -0.499 -0.057 -0.248 3.537 2.965 0.238
C -0.037 1.469 0.288 0.274 -2.057 -0.787
C 0.620 0.060 0.744 -1.026 2.754 -0.636
C 1.806 -0.225 -0.203 0.934 3.374 2.001
O 2.417 0.668 -0.866 -2.116 -4.626 2.064
O 2.221 -1.467 0.186 1.031 1.564 -1.657
H -1.994 -0.973 -1.666 -2.639 0.982 2.176
H -3.688 -0.919 -0.257 2.560 0.717 -0.779
H -0.611 1.934 1.254 0.943 -1.089 -3.195
H 0.283 2.033 -0.831 -0.688 -1.481 4.288
H 0.605 -0.275 2.000 -0.066 0.887 -4.311
H 3.143 -1.296 -0.033 1.059 -1.352 -0.217


Record 3
97
Properties=species:S:1:pos:R:3:forces:R:3 method="wB97M-V/def2-TZVPD" max_force_ev_per_a=0.80 homo_lumo_gap_ev=9.4 smiles="CCCCCCCCCCC[C@](Br)(O[C@@H](Cl)Cc1ccc(C)cc1)[C@@H](CCCOC(C)=O)OC[C@@H](Cl)[C@H](C)Cl.BrCCBr"
C 1.835 6.198 3.394 0.030 -0.400 -0.286
C 3.005 5.427 2.795 0.136 0.193 -0.036
C 3.635 6.119 1.571 -0.330 -0.386 -0.169
C 3.546 5.236 0.326 -0.009 -0.006 0.097
C 4.431 3.999 0.417 -0.022 -0.132 -0.378
C 4.505 3.182 -0.886 -0.016 0.302 0.161
C 3.174 3.021 -1.610 -0.008 -0.429 -0.066
C 2.117 2.216 -0.839 0.117 0.308 -0.300
C 2.457 0.730 -0.783 0.185 0.179 0.269
C 1.368 -0.166 -0.195 -0.123 0.055 -0.040
C 0.027 -0.128 -0.954 0.066 0.067 0.205
C -0.343 -1.320 -1.829 0.464 -0.010 0.089
Br 1.154 -1.555 -3.113 -0.037 0.020 0.048
O -1.456 -1.112 -2.668 -0.055 -0.037 -0.012
C -2.519 -0.311 -2.252 -0.043 -0.340 -0.096
Cl -2.248 1.408 -2.740 -0.012 0.155 0.070
C -3.782 -0.827 -2.921 0.155 0.223 0.058
C -5.069 -0.472 -2.221 -0.092 -0.076 0.034
C -6.208 -1.211 -2.535 0.108 -0.011 -0.035
C -7.422 -0.938 -1.943 -0.166 0.011 0.150
C -7.555 0.086 -1.008 0.010 0.123 -0.035
C -8.884 0.369 -0.362 0.206 0.005 0.007
C -6.423 0.820 -0.692 0.006 -0.073 -0.007
C -5.198 0.541 -1.281 0.133 0.050 0.032
C -0.492 -2.644 -1.038 -0.372 -0.444 -0.554
C -1.876 -2.850 -0.411 0.218 0.134 0.619
C -2.049 -2.233 0.987 -0.167 -0.527 -0.166
C -1.269 -3.047 2.019 -0.254 0.036 0.341
O -0.448 -2.172 2.819 0.550 0.018 -0.549
C 0.638 -2.778 3.369 -0.252 -0.297 0.343
C 1.840 -1.888 3.372 -0.111 0.273 0.273
O 0.616 -3.911 3.778 0.038 0.212 -0.339
O -0.299 -3.739 -1.925 0.137 0.209 -0.169
C 0.597 -4.701 -1.437 -0.424 -0.194 0.018
C 0.872 -5.784 -2.481 0.147 0.386 -0.152
Cl -0.609 -6.152 -3.403 -0.116 -0.210 0.029
C 2.055 -5.421 -3.398 0.011 -0.457 -0.199
C 1.729 -4.933 -4.790 0.040 0.187 -0.160
Cl 3.105 -6.896 -3.558 0.054 0.069 0.006
H 1.421 5.599 4.202 -0.071 0.373 0.209
H 1.050 6.297 2.642 -0.042 0.134 -0.012
H 2.113 7.192 3.737 0.022 0.019 0.125
H 3.771 5.253 3.552 -0.034 -0.060 0.114
H 2.632 4.443 2.504 0.057 -0.060 0.023
H 4.681 6.361 1.758 0.021 0.212 0.026
H 3.078 7.036 1.374 0.192 0.200 0.016
H 3.817 5.797 -0.573 0.047 0.100 -0.001
H 2.497 4.951 0.205 -0.036 -0.056 -0.089
H 4.106 3.340 1.225 -0.008 0.182 0.111
H 5.441 4.339 0.654 0.078 -0.127 0.183
H 5.216 3.672 -1.555 -0.008 -0.013 -0.106
H 4.918 2.198 -0.662 0.105 -0.048 -0.031
H 2.776 3.993 -1.899 -0.030 0.079 0.098
H 3.358 2.489 -2.548 0.011 0.041 -0.082
H 1.172 2.376 -1.362 -0.122 -0.065 0.092
H 2.000 2.633 0.166 -0.091 -0.083 0.106
H 2.745 0.402 -1.781 -0.083 -0.113 -0.057
H 3.344 0.611 -0.153 0.077 -0.072 -0.021
H 1.759 -1.182 -0.107 -0.035 -0.075 -0.055
H 1.171 0.174 0.825 0.048 -0.035 0.079
H -0.763 0.002 -0.215 -0.162 0.058 -0.044
H 0.019 0.761 -1.572 -0.139 -0.005 -0.141
H -2.640 -0.324 -1.172 0.118 0.217 0.095
H -3.689 -1.911 -2.972 0.000 -0.056 -0.083
H -3.794 -0.442 -3.941 -0.011 -0.126 -0.112
H -6.129 -2.018 -3.253 -0.022 -0.046 -0.053
H -8.292 -1.533 -2.190 -0.025 -0.038 -0.086
H -9.050 -0.319 0.467 -0.132 -0.058 0.007
H -8.918 1.378 0.041 -0.009 0.064 0.000
H -9.689 0.257 -1.085 -0.118 -0.045 0.040
H -6.475 1.631 0.024 -0.096 0.024 0.059
H -4.348 1.144 -0.991 0.053 0.032 -0.077
H 0.276 -2.672 -0.262 0.068 0.153 0.063
H -1.990 -3.928 -0.283 0.010 -0.070 -0.130
H -2.668 -2.559 -1.092 -0.008 0.100 -0.104
H -3.105 -2.299 1.244 -0.062 0.298 -0.002
H -1.744 -1.192 1.023 -0.016 0.098 0.109
H -1.944 -3.600 2.670 0.003 -0.032 0.061
H -0.625 -3.784 1.539 0.103 0.004 0.000
H 2.284 -1.884 2.377 0.027 -0.060 -0.033
H 2.563 -2.234 4.103 0.078 -0.105 -0.037
H 1.560 -0.859 3.586 -0.042 -0.050 -0.078
H 1.542 -4.217 -1.172 0.113 -0.122 0.156
H 0.175 -5.201 -0.555 0.024 0.118 0.141
H 1.104 -6.704 -1.958 0.133 0.002 0.094
H 2.692 -4.707 -2.884 -0.049 0.065 0.082
H 1.441 -5.760 -5.433 -0.124 -0.053 0.035
H 2.611 -4.467 -5.228 0.051 0.015 0.001
H 0.921 -4.203 -4.776 -0.003 0.049 0.102
Br 3.249 1.503 3.087 -0.009 -0.029 0.101
C 2.877 1.258 4.984 0.030 -0.105 -0.102
C 1.407 1.379 5.290 0.003 0.141 0.016
Br 0.826 3.228 5.188 -0.089 -0.151 0.030
H 3.465 2.005 5.506 -0.003 -0.002 0.036
H 3.241 0.264 5.234 -0.017 -0.013 -0.012
H 1.199 1.046 6.304 0.035 0.006 0.015
H 0.789 0.823 4.591 -0.012 0.000 0.022